11
Properties=species:S:1:pos:R:3:forces:R:3:lowdin_charge:R:1 method="wB97M-V/def2-TZVPD" charge=0 homo_lumo_gap_ev=8.8 e_homo_ev=-8.1518 e_above_lowest_kcal_mol=106.87
C -0.323952 1.082726 0.193089 -2.311 1.436 1.742 -0.100
C 0.234581 -0.283583 0.279052 -3.595 0.925 -1.295 -0.308
C -1.082516 -0.314077 0.250129 1.334 2.287 0.165 -0.258
C 1.460227 -0.582975 -0.352264 3.148 -2.200 0.607 -0.086
O -2.235677 -0.959565 0.044890 -1.135 0.865 0.510 0.056
H -0.053068 1.580778 -0.886369 -1.200 -0.474 2.798 0.123
H -0.556998 1.885611 1.380214 1.159 -2.136 -3.959 0.165
H 2.047704 0.302815 -0.278976 0.781 0.546 0.157 0.069
H 1.676259 -0.976827 -1.362515 -1.327 0.002 0.254 0.100
H 1.861899 -1.313550 0.348630 1.173 -0.298 -0.270 0.082
H -3.028464 -0.421350 0.384124 1.973 -0.953 -0.708 0.157

---

77
Properties=species:S:1:pos:R:3:forces:R:3:lowdin_charge:R:1 method="wB97M-V/def2-TZVPD" charge=+1 homo_lumo_gap_ev="4.2 / 4.1" e_homo_ev="-9.2677 / -9.2666" e_above_lowest_kcal_mol=119.99
Sn 0.609832 -0.301065 -0.330085 -0.524 -0.084 -0.131 0.833
C 1.229883 6.089945 -2.138791 -0.034 0.040 0.042 -0.072
C 0.256263 6.019981 -1.154411 0.023 0.082 0.037 -0.068
C -0.339489 4.805559 -0.841279 0.028 -0.089 -0.027 -0.080
C 0.039815 3.660355 -1.531286 0.093 -0.142 0.077 -0.421
C 1.017513 3.730985 -2.525853 -0.070 0.050 0.024 -0.163
C 1.607754 4.945033 -2.829319 0.046 -0.015 -0.044 -0.081
P -0.578310 1.998030 -1.152351 -0.365 0.380 -0.274 0.962
C -1.913405 2.199764 0.061814 0.157 -0.071 0.127 -0.371
C -1.502207 2.428020 1.378041 -0.011 0.020 -0.071 -0.126
C -2.436645 2.526006 2.394486 0.029 0.042 -0.022 -0.076
C -3.786869 2.377903 2.105786 -0.015 -0.020 0.033 -0.072
C -4.197810 2.140648 0.803356 -0.040 0.002 0.016 -0.065
C -3.265993 2.049793 -0.221643 0.019 0.016 0.002 -0.060
C -1.395019 1.487688 -2.683457 -0.153 0.446 -0.076 -0.334
C -2.140819 2.327709 -3.434578 0.513 -0.184 0.437 -0.072
C -2.862651 1.825837 -4.572371 -0.311 -0.264 -0.388 -0.061
C -2.879636 0.511058 -4.858633 -0.150 0.396 -0.092 -0.025
C -2.117740 -0.453024 -4.089953 -0.073 -0.433 -0.008 -0.151
C -2.176236 -1.767844 -4.390821 -0.098 0.097 0.002 0.029
C -1.339488 -2.804676 -3.725944 0.221 -0.080 0.029 -0.181
C -0.511436 -2.185828 -2.568740 -0.355 0.353 0.453 -0.236
C -0.379270 -0.716651 -2.337729 -0.343 0.056 -0.148 -0.276
C -1.267553 0.078786 -3.007376 0.895 -0.414 0.503 -0.215
H 1.698834 7.037783 -2.365468 -0.004 0.013 -0.022 0.110
H -0.037368 6.913477 -0.619883 -0.009 0.011 -0.002 0.110
H -1.089527 4.749557 -0.063044 -0.020 0.023 -0.007 0.105
H 1.317880 2.825175 -3.040584 0.031 0.036 -0.063 0.105
H 2.371487 5.000126 -3.593352 -0.005 -0.008 -0.025 0.112
H -0.442243 2.533406 1.589621 -0.002 -0.048 0.100 0.080
H -2.115233 2.718567 3.410026 -0.006 0.011 0.008 0.102
H -4.518153 2.439758 2.900484 -0.019 0.018 -0.002 0.108
H -5.250520 2.024216 0.583344 -0.005 -0.009 -0.011 0.110
H -3.593119 1.858919 -1.234885 0.004 -0.003 -0.009 0.103
H -2.203876 3.379401 -3.183001 -0.019 0.027 -0.004 0.117
H -3.420054 2.525269 -5.180577 -0.043 -0.022 -0.014 0.108
H -3.468090 0.135621 -5.686555 0.015 0.030 -0.045 0.117
H -2.793218 -2.096804 -5.219898 -0.046 0.082 -0.047 0.124
H -0.792698 -3.373506 -4.484903 0.066 0.049 0.041 0.144
H 0.409376 -2.740641 -2.384673 -0.031 -0.016 -0.014 0.144
Br 1.687705 -7.398002 3.453674 -0.022 0.191 -0.130 0.779
C 1.549241 -5.775140 2.489493 0.015 -0.101 0.020 -0.670
C 2.383808 -4.714258 2.790204 0.066 -0.022 0.104 -0.099
C 2.226508 -3.543166 2.064781 -0.148 -0.060 -0.052 -0.122
N 1.321145 -3.388118 1.107507 0.048 0.017 -0.163 0.106
C 0.536760 -4.426778 0.809545 0.113 0.008 0.317 -0.218
C 0.617986 -5.645486 1.473701 -0.041 -0.053 -0.058 -0.054
C -0.422917 -4.192300 -0.301302 -0.596 0.811 -0.032 -0.230
C -0.600213 -5.223430 -1.325815 0.084 -0.247 -0.176 -0.054
C -1.351162 -4.997791 -2.403408 -0.035 -0.188 -0.128 -0.629
Br -1.633537 -6.365965 -3.677058 0.037 0.064 0.030 0.801
C -2.048766 -3.710111 -2.672784 -0.198 0.038 0.000 -0.222
C -1.623275 -2.688685 -1.581828 0.461 -0.193 -0.244 -0.243
N -1.010008 -3.051655 -0.342765 0.458 -0.590 0.287 0.129
H 3.137448 -4.795399 3.560154 -0.009 -0.005 0.010 0.103
H 2.857186 -2.683841 2.255917 0.062 0.044 0.069 0.104
H -0.035583 -6.465570 1.211906 -0.018 -0.017 0.019 0.114
H -0.112115 -6.177664 -1.182031 -0.015 -0.027 -0.049 0.107
H -3.116354 -3.878625 -2.836463 0.008 -0.017 0.063 0.146
H -2.377120 -1.919413 -1.423432 -0.007 -0.017 -0.050 0.156
S 2.802394 0.110351 -1.660881 0.467 0.289 -0.105 -0.004
S 4.276696 0.161802 -0.338016 -0.105 0.518 0.341 0.023
S 4.178040 1.979609 0.720957 -0.544 -0.312 -0.791 0.014
S 2.812575 3.060484 -0.029732 0.544 -0.496 0.242 0.241
C 4.691764 0.316123 4.658685 0.182 -0.079 -0.168 -0.016
N 3.339418 0.487144 5.139330 -0.411 0.051 0.109 -0.120
C 2.930172 0.355952 6.455639 -0.060 0.009 0.205 -0.040
C 1.598065 0.544828 6.491470 0.061 -0.040 0.127 -0.057
N 1.198831 0.789557 5.191748 0.238 -0.028 0.086 0.078
C 2.266982 0.761172 4.365428 0.103 0.095 -0.113 -0.755
S 2.260651 1.062737 2.705641 -0.082 -0.027 -0.184 0.538
H 5.381610 0.449954 5.487259 -0.019 0.015 0.013 0.099
H 4.904249 1.050663 3.884957 -0.041 0.045 0.049 0.071
H 4.824691 -0.680430 4.235432 -0.017 0.017 0.015 0.101
H 3.628493 0.164272 7.249141 0.006 -0.046 0.017 0.128
H 0.911700 0.537062 7.317062 -0.015 -0.018 0.013 0.123
H 0.262973 0.985783 4.880366 0.043 -0.010 -0.074 0.154

---

122
Properties=species:S:1:pos:R:3:forces:R:3:lowdin_charge:R:1 method="wB97M-V/def2-TZVPD" charge=+1 homo_lumo_gap_ev=5.7 e_homo_ev=-11.5597
C 8.330353 -4.673507 -1.058811 -0.139 0.143 0.049 -0.171
C 9.353302 -4.347871 -2.302258 -0.551 0.106 0.398 -0.269
C 8.495333 -3.621196 -3.539387 1.084 -0.739 0.339 -0.229
C 7.532611 -2.385807 -3.003974 0.356 -0.818 0.530 -0.238
C 7.296653 -1.197190 -4.112497 0.073 -0.653 -0.286 -0.216
C 5.776441 -0.519593 -4.041925 0.689 0.065 -0.420 -0.207
C 5.747357 0.789838 -3.020211 1.151 -0.696 0.120 -0.212
C 5.299024 0.322540 -1.514640 0.699 -0.863 -0.292 -0.205
C 3.690154 0.096661 -1.303174 -0.516 0.809 0.459 -0.217
C 2.727568 0.892160 -2.364385 -0.998 0.059 1.076 -0.207
C 2.536291 2.500145 -1.943751 -1.207 -0.800 -0.830 -0.175
C 0.903787 2.793307 -1.809547 0.424 1.637 0.274 -0.215
C 0.350231 2.765453 -0.267408 -0.544 -0.478 -0.070 -0.209
C 0.414605 1.304324 0.471267 -0.813 -0.047 0.320 -0.207
C -0.367993 0.092876 -0.308494 0.427 -0.996 1.018 -0.215
C -1.143464 -0.817714 0.860953 1.256 0.054 -1.081 -0.205
C -1.850439 -2.115214 0.140427 -0.357 -0.417 0.551 -0.192
C -3.472604 -1.890730 0.033923 -0.281 0.969 0.706 -0.179
C -4.049556 -1.770190 -1.503942 1.433 -1.428 -0.240 -0.508
S -4.518584 -0.019712 -2.051084 -2.507 -2.051 -1.757 0.995
C -5.847892 -0.700097 -3.212362 0.944 -2.808 3.212 -0.371
P -6.907918 0.166954 -4.551583 -0.908 -0.065 -6.857 0.774
O -6.549070 -0.581094 -5.936673 -1.041 2.788 6.207 -0.341
O -6.539228 1.898024 -4.625513 -2.743 -3.719 0.697 -0.192
O -8.631983 -0.003700 -4.254495 3.570 1.100 -0.465 -0.194
N -6.042428 -2.067533 -2.998395 -0.245 4.621 -0.926 -0.053
C -5.196956 -2.849510 -1.983065 -0.187 1.542 -1.252 -0.674
S -4.275028 -4.048889 -3.134080 -0.497 -0.283 -0.053 0.801
C -6.219306 -3.454365 -0.860258 1.887 0.761 0.776 -0.206
S -7.731165 -4.318952 -1.554326 -5.249 -2.544 4.622 0.802
O -8.965816 -3.416405 -1.310760 4.662 -2.306 -1.451 -0.404
O -7.836805 -5.704632 -0.821003 1.172 5.112 -3.193 -0.401
H 7.245179 -4.966320 -1.450917 2.387 0.539 0.755 0.081
H 8.206398 -3.705644 -0.392166 0.221 -2.086 -1.267 0.072
H 8.733410 -5.558663 -0.397071 -0.802 1.848 -1.252 0.075
H 10.226841 -3.653917 -1.902523 -1.873 -1.310 -0.913 0.110
H 9.857830 -5.355077 -2.645279 -1.098 2.068 0.414 0.104
H 7.873980 -4.512785 -4.030278 1.155 2.183 0.887 0.118
H 9.316723 -3.256893 -4.311584 -1.921 -0.583 1.416 0.110
H 8.044570 -1.967569 -2.009999 -1.169 -0.713 -2.200 0.114
H 6.516147 -2.908682 -2.660634 2.046 1.403 -0.817 0.110
H 7.465148 -1.673012 -5.194174 -0.521 0.964 2.335 0.114
H 8.159200 -0.397153 -3.993001 -1.923 -1.479 -0.196 0.114
H 5.516812 -0.203903 -5.150054 0.360 -0.524 2.313 0.106
H 5.023785 -1.375520 -3.710051 1.464 1.921 -0.642 0.111
H 6.884069 1.138845 -2.936787 -2.454 -0.635 -0.169 0.111
H 5.163046 1.707833 -3.452705 0.861 -1.897 0.935 0.099
H 5.813112 -0.739683 -1.331271 -0.974 2.339 -0.382 0.106
H 5.802673 1.046138 -0.728389 -1.415 -1.332 -1.524 0.114
H 3.428642 0.535886 -0.224955 0.455 -1.017 -2.282 0.095
H 3.344597 -1.025837 -1.277148 1.061 2.038 -0.186 0.107
H 2.999264 0.745166 -3.493937 -0.237 0.333 2.251 0.109
H 1.634902 0.425498 -2.233332 2.434 0.883 -0.356 0.079
H 3.024167 2.743736 -0.908369 -0.704 -0.450 -2.093 0.113
H 2.943860 3.181887 -2.810989 -0.596 -1.264 1.946 0.107
H 0.252906 2.111239 -2.503305 1.370 1.077 1.321 0.099
H 0.738708 3.908178 -2.203659 0.191 -2.363 0.904 0.116
H 0.876117 3.537762 0.437701 -0.882 -1.404 -1.673 0.088
H -0.795751 3.091674 -0.315656 2.366 -0.716 0.202 0.123
H -0.142351 1.437291 1.519023 1.252 -0.226 -2.175 0.116
H 1.490155 0.918432 0.722813 -1.911 0.975 -0.610 0.101
H -1.105019 0.447671 -1.146896 1.258 -0.491 1.618 0.104
H 0.407489 -0.668161 -0.803081 -1.659 1.805 0.908 0.110
H -1.879461 -0.120876 1.451280 1.213 -1.571 -1.123 0.110
H -0.290358 -1.180935 1.610610 -1.967 0.787 -1.608 0.133
H -1.422289 -2.363402 -0.931969 -0.659 0.756 2.188 0.119
H -1.660503 -3.089232 0.792209 -0.467 2.089 -1.387 0.126
H -3.987843 -2.731878 0.667872 0.658 1.626 -1.539 0.118
H -3.732688 -0.857510 0.570375 0.473 -2.310 -1.060 0.119
H -3.154039 -2.030801 -2.215487 -1.677 0.648 1.499 0.077
H -7.461114 2.306557 -4.771927 1.895 -0.474 0.396 0.107
H -9.096607 0.392093 -5.049345 0.698 -0.716 0.904 0.106
H -6.789306 -2.473528 -3.607311 0.933 -0.039 0.778 0.146
H -4.049437 -3.300169 -4.327074 -0.570 -0.313 1.771 -0.043
H -6.610855 -2.567771 -0.165189 0.575 -1.837 -1.808 0.160
H -5.636176 -4.182397 -0.132190 -1.380 1.147 -1.816 0.139
H -7.636099 -4.530988 -2.949477 0.491 0.240 1.134 0.098
O 0.755837 5.825732 0.931519 -0.231 0.182 1.039 -0.297
S 1.071741 6.215787 2.288601 0.445 0.938 0.161 0.633
O 0.389109 5.645328 3.431143 0.265 0.082 -1.329 -0.303
O 1.012411 7.840439 2.401783 0.774 -1.467 -0.027 -0.253
C -0.169529 8.509542 1.987762 -1.108 0.569 -0.173 -0.266
C -1.265421 8.395724 3.030681 -0.139 -0.238 0.197 -0.067
C 2.820480 6.039074 2.536710 0.020 0.167 0.035 -0.108
H -0.507795 8.137172 1.015054 0.159 -0.089 0.087 0.116
H 0.089904 9.565736 1.856530 0.290 -0.307 0.050 0.129
H -1.617116 7.363718 3.119983 -0.016 0.103 -0.083 0.070
H -2.121239 9.022215 2.762918 0.152 -0.026 0.014 0.087
H -0.896622 8.697961 4.016119 -0.040 0.119 -0.172 0.075
H 3.345577 6.513428 1.705829 -0.154 -0.041 0.107 0.079
H 3.051446 4.972073 2.566223 -0.196 0.100 -0.028 0.077
H 3.092113 6.504757 3.486072 -0.128 -0.026 -0.113 0.078
O 1.544659 8.162345 6.144371 -0.818 0.139 0.587 -0.290
S 0.346092 7.777007 6.857506 -0.246 -0.555 0.379 0.619
O -0.757332 8.693061 7.057788 1.112 -0.396 -0.316 -0.289
O 0.766308 7.141823 8.298263 -0.481 -0.152 -1.301 -0.267
C 1.598028 7.902586 9.161731 0.531 0.731 0.818 -0.279
C 0.813909 8.991682 9.869290 -0.209 0.298 -0.094 -0.077
C -0.289502 6.286006 6.133758 -0.067 -0.013 0.317 -0.127
H 2.450160 8.319398 8.614572 -0.150 -0.090 -0.099 0.116
H 2.001585 7.210582 9.908956 -0.175 -0.138 -0.342 0.124
H 0.475330 9.754583 9.162150 0.063 -0.090 0.098 0.071
H 1.431310 9.483418 10.626670 -0.024 -0.128 -0.075 0.082
H -0.078294 8.577901 10.350130 0.190 0.002 -0.017 0.086
H 0.526001 5.568519 6.027594 -0.138 0.191 -0.009 0.074
H -0.700184 6.534929 5.152900 0.195 0.067 0.304 0.034
H -1.077174 5.888325 6.776684 0.139 0.147 0.015 0.080
O -3.029967 -9.344041 -1.685535 -0.873 -0.522 0.137 -0.296
S -3.885688 -10.349721 -1.093961 -0.313 -0.332 0.312 0.625
O -4.756576 -11.185379 -1.893988 0.842 1.018 0.424 -0.283
O -4.765232 -9.665912 0.095421 1.054 -0.743 -0.357 -0.266
C -5.539039 -8.514061 -0.205507 -0.870 0.713 -0.285 -0.283
C -6.814929 -8.879655 -0.940395 -0.167 -0.121 -0.340 -0.072
C -2.895290 -11.401058 -0.062129 -0.062 0.073 0.179 -0.121
H -4.949684 -7.785886 -0.772664 0.111 -0.166 -0.005 0.107
H -5.799275 -8.044866 0.749587 0.268 -0.281 -0.009 0.124
H -6.595669 -9.264394 -1.940696 -0.003 0.029 0.126 0.075
H -7.463017 -8.005181 -1.049440 0.149 -0.131 0.116 0.047
H -7.360491 -9.663365 -0.405037 0.104 0.163 -0.006 0.092
H -2.272768 -10.778867 0.583200 -0.130 -0.051 -0.118 0.075
H -2.266817 -12.015602 -0.710253 -0.170 0.166 -0.050 0.079
H -3.554662 -12.038821 0.529832 0.047 0.130 -0.133 0.078